{"formula": "C24H54BCl2F3KMgNO9", "method": "ωB97M-V/def2-TZVPD", "species": ["C", "C", "F", "C", "B", "C", "Cl", "C", "C", "Cl", "H", "H", "H", "H", "H", "H", "H", "H", "H", "H", "H", "H", "H", "C", "O", "H", "H", "H", "H", "C", "C", "N", "C", "C", "C", "C", "C", "O", "C", "H", "H", "H", "H", "H", "H", "H", "H", "H", "H", "H", "H", "H", "H", "H", "H", "H", "H", "H", "H", "Mg", "C", "C", "O", "C", "O", "O", "F", "H", "H", "H", "C", "O", "C", "C", "O", "C", "H", "H", "H", "H", "H", "H", "H", "H", "H", "H", "O", "C", "C", "O", "H", "H", "H", "H", "F", "K"], "positions_angstrom": [[5.024799, 3.447095, 0.228303], [4.700685, 3.058027, -1.187974], [5.985521, 2.904570, -1.819412], [3.939296, 1.765329, -1.374257], [2.816016, 1.383611, -0.240581], [1.337832, 2.129403, -0.348189], [1.184289, 3.571921, 0.778673], [0.860135, 2.498025, -1.727247], [1.400031, 3.810190, -2.278455], [-0.930873, 2.516306, -1.841228], [4.139623, 3.660884, 0.813623], [5.619207, 4.361494, 0.195775], [5.651215, 2.701911, 0.708328], [4.250132, 3.893252, -1.717946], [4.694146, 0.988351, -1.332780], [3.556101, 1.757196, -2.397833], [2.559891, 0.173543, -0.371508], [3.227127, 1.522302, 0.908115], [0.618426, 1.420754, 0.047370], [1.046711, 1.665783, -2.445585], [1.932931, 4.374232, -1.524366], [0.610063, 4.439154, -2.663330], [2.110802, 3.600221, -3.073551], [5.838277, -2.037666, -0.682930], [5.689633, -0.725867, -0.169623], [4.895580, -2.555540, -0.523262], [6.056305, -2.023486, -1.755097], [6.637025, -2.584653, -0.168128], [6.515913, -0.255471, -0.310166], [-3.209005, 0.724330, -0.305816], [-3.813938, -0.261555, 0.653556], [-3.685428, -1.675486, 0.145624], [-4.401362, -1.758929, -1.174671], [-4.410314, -2.615351, 1.061041], [-3.868894, -2.766697, 2.474626], [-2.266430, -2.088306, -0.156325], [-1.167298, -1.951580, 0.876369], [-0.983663, -0.607399, 1.243254], [-0.354308, -0.396011, 2.492140], [-3.733026, 0.789413, -1.254591], [-3.250741, 1.717975, 0.141379], [-2.170227, 0.516247, -0.522632], [-4.883137, -0.078163, 0.787632], [-3.358928, -0.200858, 1.636667], [-5.419607, -1.404852, -1.035378], [-4.399288, -2.796434, -1.497799], [-3.878414, -1.146228, -1.907594], [-4.420812, -3.584999, 0.565247], [-5.433565, -2.245118, 1.100161], [-3.058806, -3.489925, 2.520752], [-4.665142, -3.161649, 3.104949], [-3.534423, -1.829517, 2.913111], [-1.984033, -1.500345, -1.020029], [-2.339716, -3.132878, -0.459985], [-0.258657, -2.309093, 0.373674], [-1.319128, -2.586376, 1.754380], [0.167161, -1.289335, 2.844635], [-1.102018, -0.097591, 3.239529], [0.369096, 0.411477, 2.374508], [-0.486521, 0.809975, -3.661977], [-2.633289, -4.581378, -4.675031], [-1.196898, -5.069311, -4.629192], [-0.502711, -3.912435, -4.210414], [-1.355509, -3.160066, -3.467841], [-1.040775, -2.259003, -2.769121], [-2.635112, -3.587956, -3.643155], [-0.746736, -5.450667, -5.845202], [-2.865940, -4.115199, -5.632337], [-3.361108, -5.359819, -4.465601], [-1.012946, -5.876954, -3.917643], [1.424795, 0.526479, 6.536142], [2.790239, 0.624041, 6.879917], [3.578113, -0.225631, 6.027018], [4.294767, 0.568918, 4.967550], [3.388914, 1.136642, 4.047375], [3.176800, 2.518268, 4.237392], [0.906647, 1.287925, 7.086412], [1.256038, 0.686892, 5.466422], [1.013560, -0.444585, 6.829815], [2.946157, -0.990685, 5.571884], [4.313002, -0.725568, 6.662135], [4.948774, -0.109776, 4.411790], [4.921248, 1.341458, 5.425333], [4.070001, 3.087510, 3.964147], [2.911866, 2.739483, 5.284740], [2.362917, 2.831324, 3.584867], [-5.912008, 3.388593, -5.060689], [-5.915810, 2.413113, -5.782663], [-5.114452, 0.940251, -4.601449], [-5.111999, -0.075327, -5.282222], [-5.206892, 2.307281, -6.624947], [-6.856527, 1.879158, -6.024722], [-5.791060, 0.966426, -3.712285], [-4.158099, 1.400484, -4.273173], [-2.456865, 0.857869, -3.203943], [0.924626, 2.986631, 7.805513]], "forces_ev_per_a": [[0.429, 0.709, -0.067], [0.242, -0.510, -0.001], [0.055, 0.170, -0.188], [-0.088, 0.545, 0.344], [-0.089, -0.326, -0.150], [0.232, -0.698, -0.040], [-0.247, 0.140, 0.191], [0.649, 0.573, 0.137], [0.421, -0.178, -0.253], [-0.575, 0.756, 0.589], [-0.211, -0.219, 0.091], [0.085, 0.154, -0.004], [-0.189, -0.353, 0.140], [-0.171, 0.161, -0.016], [0.051, -0.230, 0.064], [-0.134, -0.115, -0.122], [-0.121, 0.146, -0.107], [-0.051, 0.007, -0.124], [-0.147, 0.008, 0.260], [0.863, 0.319, 0.687], [0.016, 0.025, 0.231], [-0.132, 0.082, -0.168], [0.020, 0.005, -0.233], [0.134, 0.179, -0.008], [0.162, -0.289, 0.197], [-0.031, 0.011, -0.008], [-0.046, -0.073, -0.011], [-0.044, -0.065, -0.023], [-0.045, 0.125, -0.061], [-0.157, 0.483, 0.044], [-0.056, 0.278, 0.032], [-0.326, -0.142, 0.090], [0.121, 0.068, -0.089], [0.023, -0.068, 0.282], [0.041, -0.151, -0.003], [0.158, 0.086, 0.009], [0.139, 0.029, 0.269], [-0.279, -0.030, 0.012], [0.104, 0.154, 0.005], [0.013, 0.001, -0.055], [0.072, -0.020, 0.077], [0.059, 0.068, 0.055], [-0.042, -0.158, -0.104], [0.215, -0.123, -0.083], [-0.027, 0.009, -0.004], [0.010, -0.008, -0.035], [-0.021, -0.032, -0.019], [-0.034, -0.001, -0.044], [-0.029, 0.004, -0.073], [0.089, 0.072, -0.016], [-0.059, 0.050, -0.021], [-0.006, 0.017, -0.003], [0.043, -0.073, -0.110], [0.089, 0.001, -0.096], [-0.073, -0.122, -0.052], [-0.074, 0.054, 0.007], [0.051, 0.010, -0.043], [0.022, -0.069, 0.010], [0.040, -0.035, -0.014], [-1.501, -0.456, -0.518], [-0.094, -0.109, -0.015], [-0.103, 0.206, -0.240], [-0.021, -0.105, 0.318], [0.019, 0.074, -0.343], [0.106, -0.107, 0.026], [0.022, -0.129, 0.030], [0.019, 0.040, 0.013], [0.136, 0.005, -0.052], [-0.035, 0.064, 0.189], [0.037, -0.069, -0.073], [0.216, -0.584, -0.280], [-0.392, -0.053, -0.206], [0.453, 0.099, 0.350], [0.062, -0.049, -0.353], [-0.269, 0.012, 0.254], [-0.033, 0.053, -0.158], [-0.281, -1.789, -0.648], [0.012, 0.017, 0.016], [-0.065, 0.013, -0.051], [-0.043, 0.029, -0.027], [-0.018, -0.007, 0.031], [0.029, 0.010, 0.012], [0.005, -0.025, 0.050], [-0.002, 0.056, 0.077], [0.072, 0.040, -0.044], [0.040, -0.085, -0.106], [0.192, -0.558, 0.304], [-1.560, 2.447, -2.675], [2.207, -3.386, 3.697], [-0.515, 0.791, -0.682], [0.598, -0.226, 0.610], [0.092, -0.356, 0.768], [-0.879, 0.528, -0.761], [0.011, 0.669, -1.217], [0.136, -0.716, -0.543], [0.207, 2.247, 0.870]], "orbital_gap_ev": 1.17, "homo_energy_ev": -2.985, "largest_force_ev_per_a": 5.5}